[1]
44
Properties=species:S:1:pos:R:3:forces:R:3 method="wB97M-V/def2-TZVPD" total_charge=-2 total_energy_ha=-2169.7892 orbital_gap_ev=5.0680 e_above_lowest_kcal_mol=0.0 fmax_ev_per_a=0.10
Pd -0.6057 -1.1920 -0.3161 -0.056 0.082 0.026
O -3.5956 1.3764 -0.1492 0.003 0.029 -0.006
C -2.6801 1.0025 -1.0803 0.008 -0.053 -0.002
O -2.9695 0.3004 -2.0084 -0.007 0.012 0.009
C -1.3633 1.6962 -0.8942 -0.004 0.016 0.013
C -1.3720 3.0608 -0.6870 -0.014 0.002 0.017
C -0.1529 3.7287 -0.6718 0.007 -0.005 -0.001
C 0.9910 2.9984 -0.8916 -0.012 0.008 -0.004
C 0.9194 1.6088 -1.0439 -0.015 -0.004 -0.004
N -0.2487 0.9592 -1.0136 0.031 -0.014 -0.020
C 2.2592 0.8701 -1.2866 0.004 -0.045 0.007
O 3.0484 1.5279 -1.9994 0.004 0.014 0.002
O 2.4019 -0.2378 -0.7483 0.007 0.035 0.020
H -4.3770 0.8407 -0.3449 -0.008 -0.007 -0.005
H -2.3131 3.5739 -0.5451 0.004 0.006 -0.003
H -0.1107 4.7999 -0.5100 -0.002 0.000 0.001
H 1.9694 3.4515 -0.9573 0.001 -0.003 0.003
C 1.3144 0.7632 2.4572 0.004 -0.012 -0.012
Si -0.0587 -0.4703 2.8551 -0.028 -0.011 0.003
C 0.7331 -2.1760 3.0213 0.015 0.018 0.003
C -0.5836 -0.0312 4.6536 0.011 0.000 0.002
C -1.3984 -0.4049 1.6267 0.041 -0.011 0.017
H 2.0463 0.8348 3.2696 -0.001 -0.005 -0.013
H 0.9023 1.7634 2.2842 -0.011 -0.001 0.002
H 1.8294 0.4489 1.5454 0.011 0.009 -0.001
H 1.5009 -2.1876 3.8032 -0.002 -0.004 0.000
H 1.1825 -2.4676 2.0702 -0.002 -0.006 0.004
H -0.0194 -2.9317 3.2662 -0.008 0.002 0.004
H 0.2599 -0.0764 5.3532 -0.005 0.000 0.003
H -1.3556 -0.7235 5.0059 0.005 0.002 0.000
H -1.0041 0.9791 4.6932 0.001 0.000 -0.003
H -1.7903 0.6199 1.5685 0.002 0.004 -0.012
H -2.2331 -1.0642 1.9001 -0.004 0.003 0.003
S -0.5335 -3.4869 -0.4372 -0.001 -0.013 -0.001
C -0.0703 -2.5164 -1.7940 0.021 -0.033 -0.031
N 1.2887 -2.4653 -2.2853 0.008 -0.015 -0.017
C 1.3017 -1.5661 -3.4285 0.005 -0.006 0.000
C 0.2561 -2.1195 -4.3874 -0.012 0.008 0.002
S -1.1192 -2.5816 -3.2941 0.009 -0.004 -0.017
H 1.8629 -2.0595 -1.5479 -0.010 0.005 0.001
H 2.2988 -1.5366 -3.8734 0.002 -0.004 0.000
H 1.0204 -0.5416 -3.1498 0.000 0.004 0.004
H 0.6354 -2.9970 -4.9156 0.006 0.000 0.001
H -0.0671 -1.3709 -5.1127 -0.005 -0.001 0.004

[2]
21
Properties=species:S:1:pos:R:3:forces:R:3 method="wB97M-V/def2-TZVPD" total_charge=+1 total_energy_ha=-324.8648 orbital_gap_ev=11.0923 e_above_lowest_kcal_mol=0.0 fmax_ev_per_a=0.33
C -1.2683 -0.6898 1.1066 -0.029 0.044 -0.050
C -0.3309 -1.4156 0.1704 -0.042 -0.081 -0.187
C -0.7390 -2.8530 -0.0824 0.016 0.048 -0.003
N -0.3011 -0.6715 -1.1391 0.249 -0.203 0.074
H -1.3172 -1.1954 2.0658 0.048 -0.030 0.087
H -0.9674 0.3432 1.2714 0.024 0.018 0.040
H -2.2719 -0.6959 0.6815 -0.130 0.045 0.040
H 0.6997 -1.3905 0.5167 0.072 0.086 0.159
H -0.1074 -3.3162 -0.8370 0.083 -0.085 -0.075
H -0.6238 -3.4261 0.8319 -0.061 -0.080 0.097
H -1.7767 -2.9244 -0.4081 -0.063 0.010 0.013
H -1.2408 -0.5326 -1.5004 -0.153 0.083 -0.010
H 0.1949 -1.2435 -1.8182 0.081 0.087 -0.174
N 0.9587 1.7240 -0.8836 0.044 -0.082 0.191
C 0.9308 2.5101 0.1298 -0.085 0.199 -0.140
N 1.7459 3.5500 0.3800 0.100 -0.219 0.232
H 1.7166 1.9740 -1.5097 0.119 -0.118 -0.213
H 0.2061 0.2914 -1.0434 -0.166 0.144 -0.059
H 0.1372 2.4028 0.8594 -0.085 -0.132 0.117
H 1.7255 3.9386 1.3067 -0.024 0.176 -0.008
H 2.6290 3.6206 -0.0984 0.001 0.091 -0.129

[3]
73
Properties=species:S:1:pos:R:3:forces:R:3 method="wB97M-V/def2-TZVPD" spin_multiplicity=2 s_squared=0.78 total_charge=+1 total_energy_ha=-5675.2411 orbital_gap_ev="6.5520 / 5.1722" fmax_ev_per_a=0.94
Sc -0.6198 1.1113 -0.2620 0.920 0.217 -0.011
S 1.7356 0.2266 -0.3978 -0.625 0.093 0.037
C 2.1439 3.0700 0.8230 -0.044 0.576 -0.228
N 3.1446 3.0793 1.5799 -0.038 -0.060 0.348
N 4.0957 2.1879 1.6779 0.300 -0.010 0.021
C 5.2261 2.4465 2.4758 -0.403 -0.099 -0.297
C 5.4169 3.7040 3.0381 0.067 0.103 0.101
C 6.5458 3.9186 3.8069 -0.033 0.008 -0.031
C 7.4678 2.8970 4.0080 -0.040 0.001 -0.008
C 7.2595 1.6485 3.4369 -0.017 -0.049 -0.037
C 6.1356 1.4125 2.6658 0.113 -0.054 0.037
N 1.2192 3.5182 0.2097 0.256 -0.647 -0.023
N 0.0486 3.1460 -0.3092 -0.639 -0.040 0.092
C -0.7435 4.2357 -0.7726 0.180 -0.212 0.018
C -1.9561 3.9000 -1.3583 -0.102 -0.053 -0.075
C -2.8065 4.8819 -1.8337 0.076 0.018 0.015
C -2.4415 6.2171 -1.7252 0.030 -0.010 0.029
C -1.2285 6.5490 -1.1384 -0.016 -0.012 -0.014
C -0.3733 5.5664 -0.6593 -0.002 0.063 -0.015
H 3.9832 1.2828 1.2253 -0.011 -0.009 0.048
H 4.6959 4.4921 2.8758 0.000 -0.008 0.001
H 6.7081 4.8912 4.2496 0.008 0.007 0.012
H 8.3456 3.0745 4.6125 0.023 0.004 0.008
H 7.9723 0.8515 3.5928 0.015 -0.011 0.009
H 5.9640 0.4399 2.2246 -0.035 -0.081 -0.027
H -2.2709 2.8579 -1.4350 -0.006 0.003 -0.015
H -3.7481 4.6067 -2.2880 -0.027 -0.011 -0.013
H -3.0978 6.9914 -2.0949 -0.012 0.024 -0.010
H -0.9377 7.5863 -1.0514 0.000 0.034 -0.002
H 0.5719 5.8370 -0.2086 -0.008 0.001 0.006
C -2.2474 -2.5557 2.4391 0.056 -0.005 0.028
Si -3.2211 -2.3520 0.8506 0.054 0.131 0.017
C -2.6638 -3.6832 -0.3360 0.066 -0.009 -0.063
C -5.0555 -2.5382 1.1568 -0.059 -0.045 0.009
Ge -2.9224 -0.1328 -0.0315 0.056 -0.129 -0.081
Si -4.0299 1.3200 1.5186 0.208 0.139 -0.015
C -3.8979 0.5614 3.2236 0.011 -0.045 0.028
C -3.0679 2.9443 1.6602 0.088 0.012 -0.032
C -5.7994 1.6922 1.0827 -0.104 0.011 -0.023
Si -3.6039 -0.2910 -2.3432 0.180 0.063 0.083
C -5.3896 -0.7918 -2.4847 -0.104 -0.043 0.022
C -3.3099 1.2768 -3.3325 0.070 0.091 -0.023
C -2.4608 -1.5582 -3.1299 0.071 -0.009 0.015
H -2.1026 -3.6193 2.6411 -0.015 -0.022 0.031
H -2.7594 -2.1217 3.2962 -0.022 0.040 0.029
H -1.2591 -2.0965 2.3713 0.027 -0.022 -0.010
H -2.5946 -4.6238 0.2153 -0.014 -0.034 -0.007
H -1.6835 -3.4771 -0.7666 0.040 -0.022 -0.015
H -3.3683 -3.8318 -1.1535 -0.029 0.016 -0.037
H -5.3027 -3.5619 1.4471 0.010 -0.022 0.018
H -5.6249 -2.2999 0.2570 -0.017 -0.017 -0.005
H -5.3980 -1.8753 1.9506 -0.038 0.032 0.034
H -2.8639 0.2952 3.4500 0.027 0.011 0.039
H -4.5068 -0.3299 3.3599 -0.039 -0.052 -0.018
H -4.2207 1.3014 3.9594 -0.016 0.010 0.031
H -1.9759 2.8056 1.6326 -0.047 0.001 0.024
H -3.2711 3.4122 2.6263 -0.071 0.012 0.012
H -3.3172 3.6661 0.8823 -0.011 -0.020 0.008
H -6.3863 0.7789 0.9776 -0.012 -0.021 0.006
H -5.8678 2.2462 0.1452 -0.013 0.014 -0.023
H -6.2541 2.2980 1.8698 -0.042 0.024 -0.009
H -6.0423 -0.0760 -1.9828 -0.023 0.014 -0.001
H -5.5544 -1.7701 -2.0314 -0.026 -0.026 -0.009
H -5.6891 -0.8504 -3.5332 -0.016 -0.011 -0.025
H -3.9060 2.1329 -3.0173 -0.038 0.026 0.054
H -3.5529 1.0729 -4.3783 -0.046 -0.004 -0.014
H -2.2557 1.5741 -3.3210 -0.013 0.016 -0.026
H -2.7879 -2.5835 -2.9757 -0.044 -0.061 0.031
H -1.4456 -1.4855 -2.7267 -0.002 0.006 -0.055
H -2.4014 -1.3862 -4.2069 -0.014 -0.005 -0.020
S 1.5675 -1.7644 0.2316 0.038 0.031 -0.029
C 3.0568 -1.8776 1.0325 -0.234 0.036 -0.032
N 4.0683 -1.9557 1.5766 0.174 0.104 0.081